{"formula": "C15H16ClNO7S", "method": "ωB97M-V with the def2-TZVPD basis set", "smiles": "O=C1C=CC(=O)c2cc(CCCCS(=O)(=O)Cl)c(O)cc21.C[N+](=O)[O-]", "total_charge": 0, "gap_ha": 0.2894, "total_energy_ev": -54984.1021, "fmax_ev_per_a": 8.0, "multiplicity": 1, "symbols": ["O", "C", "C", "C", "C", "O", "C", "C", "C", "C", "C", "C", "C", "S", "O", "O", "Cl", "C", "O", "C", "C", "H", "H", "H", "H", "H", "H", "H", "H", "H", "H", "H", "H", "H", "C", "N", "O", "O", "H", "H", "H"], "positions_angstrom": [[2.9335, -2.4009, 0.2813], [2.9338, -1.1691, 0.0467], [4.2545, -0.2616, -0.0718], [4.1473, 1.1202, 0.2947], [2.7594, 1.7328, 0.8512], [2.7821, 2.6458, 1.7071], [1.4398, 1.1035, 0.2062], [0.1226, 1.8607, -0.0505], [-1.1196, 1.1773, -0.7336], [-2.4520, 1.9976, -1.0285], [-3.5456, 1.9502, 0.1398], [-4.2683, 0.5192, 0.3215], [-5.8749, 0.5970, 0.3386], [-6.7087, -0.0743, -1.1751], [-7.4951, -1.3394, -0.8646], [-7.7224, 0.9463, -1.6754], [-5.4138, -0.4882, -2.7462], [-0.9502, -0.3349, -1.1287], [-1.9938, -1.0792, -1.7951], [0.3668, -1.1407, -0.8746], [1.5493, -0.4097, -0.2068], [5.2650, -0.6740, -0.4397], [5.0947, 1.7577, 0.1691], [0.0499, 2.9573, 0.2681], [-2.8693, 1.7070, -2.0675], [-2.1381, 3.1053, -1.1396], [-4.3747, 2.7153, -0.1206], [-3.0776, 2.2783, 1.1259], [-3.9581, 0.1400, 1.3692], [-3.9018, -0.2779, -0.4120], [-6.2364, -0.0611, 1.2175], [-6.2866, 1.6474, 0.5634], [-2.2417, -0.6194, -2.6297], [0.5012, -2.2322, -1.1657], [6.4177, -3.0659, 1.9280], [7.5576, -2.3904, 1.2537], [7.4343, -1.2021, 0.9982], [8.5345, -3.0751, 1.0047], [5.6227, -2.3393, 2.0863], [6.0803, -3.8706, 1.2760], [6.7816, -3.4532, 2.8789]]}

=====

{"formula": "C5H14O2S", "method": "ωB97M-V with the def2-TZVPD basis set", "smiles": "OCCCO.CSC", "total_charge": 0, "gap_ha": 0.3387, "total_energy_ev": -20341.6850, "fmax_ev_per_a": 0.8, "multiplicity": 1, "symbols": ["O", "C", "C", "C", "O", "H", "H", "H", "H", "H", "H", "H", "H", "C", "S", "C", "H", "H", "H", "H", "H", "H"], "positions_angstrom": [[-1.2557, 2.3262, 0.8513], [-1.1760, 3.1177, -0.3289], [-0.3063, 2.4912, -1.4124], [1.1708, 2.4607, -1.0481], [1.4418, 1.6946, 0.1378], [-0.3315, 2.1061, 1.0916], [-2.2161, 3.2270, -0.6919], [-0.7931, 4.1296, -0.0948], [-0.6658, 1.4649, -1.6196], [-0.4147, 3.0802, -2.3434], [1.7777, 2.0823, -1.8930], [1.5239, 3.4828, -0.8113], [1.2762, 0.7526, -0.0758], [0.9525, -3.7152, 1.8775], [0.8356, -3.8609, 0.0868], [-0.9199, -3.5005, -0.0858], [1.9980, -3.9118, 2.1689], [0.3022, -4.4473, 2.3852], [0.6766, -2.7033, 2.2189], [-1.5380, -4.2363, 0.4557], [-1.1636, -2.4923, 0.2894], [-1.1748, -3.5481, -1.1579]]}

=====

{"formula": "C8H70N5O27", "method": "ωB97M-V with the def2-TZVPD basis set", "total_charge": 1, "gap_ha": 0.3380, "total_energy_ev": -72160.0672, "fmax_ev_per_a": 0.9, "multiplicity": 1, "symbols": ["C", "C", "C", "C", "N", "C", "N", "C", "N", "N", "C", "C", "O", "N", "H", "H", "H", "H", "H", "H", "H", "H", "H", "H", "H", "H", "H", "H", "H", "H", "H", "H", "O", "H", "H", "O", "H", "H", "O", "H", "H", "O", "H", "H", "O", "H", "H", "O", "H", "H", "O", "H", "H", "O", "H", "H", "O", "H", "H", "O", "H", "H", "O", "H", "H", "O", "H", "H", "O", "H", "H", "O", "H", "H", "O", "H", "H", "O", "H", "H", "O", "H", "H", "O", "H", "H", "O", "H", "H", "O", "H", "H", "O", "H", "H", "O", "H", "H", "O", "H", "H", "O", "H", "H", "O", "H", "H", "O", "H", "H"], "positions_angstrom": [[4.7772, -0.3702, -0.9985], [4.5966, 0.5954, -2.1691], [3.1889, 1.1039, -2.4947], [2.6065, 1.9747, -1.3963], [2.2087, 1.2682, -0.1416], [1.4239, 0.1915, -0.3140], [1.4947, -1.0337, 0.2137], [0.4586, -1.7017, -0.3215], [0.1631, -2.9998, -0.0476], [-0.2496, -0.9308, -1.1525], [-1.4364, -1.3143, -1.9284], [-2.3895, -0.1542, -2.2580], [-2.1503, 0.3851, -3.5526], [0.3485, 0.2928, -1.1255], [4.1514, -1.2510, -1.1007], [4.6690, 0.0919, -0.0159], [5.8033, -0.7392, -1.0402], [5.2585, 1.4527, -2.0542], [4.9394, 0.0618, -3.0613], [3.2893, 1.7552, -3.3665], [2.5338, 0.2888, -2.8214], [1.7702, 2.6011, -1.7036], [3.3995, 2.6770, -1.1305], [2.9584, 1.0918, 0.5134], [-0.7443, -3.2830, 0.2793], [0.8461, -3.7012, -0.2887], [-1.0891, -1.7197, -2.8841], [-1.9389, -2.1235, -1.4069], [-3.3947, -0.5579, -2.2474], [-2.2756, 0.6345, -1.5064], [-1.2392, 0.6874, -3.6414], [0.0166, 1.1063, -1.6250], [-1.4424, -4.9105, -2.1779], [-1.2017, -5.8382, -2.2800], [-0.6456, -4.4852, -1.8520], [4.1077, 3.4433, 1.4771], [3.6204, 2.8645, 0.8835], [3.6096, 3.4092, 2.3090], [1.4472, -4.2384, -2.3578], [0.7373, -3.9059, -2.9206], [2.2480, -3.8416, -2.7250], [3.8794, 2.8720, 4.3312], [4.8394, 2.9392, 4.2784], [3.7214, 1.9931, 4.6953], [3.1304, 1.1502, 6.7210], [3.1958, 0.5220, 7.4511], [2.3287, 1.6518, 6.9308], [0.8524, 4.0299, -3.1080], [-0.0186, 4.2293, -3.4675], [1.4521, 4.6692, -3.5220], [-0.6508, -0.2953, 2.5144], [0.0659, 0.0700, 3.0456], [-0.1684, -0.9098, 1.9553], [1.7013, -0.3474, -5.2442], [1.2945, -0.9369, -5.8890], [1.1562, -0.4186, -4.4566], [-1.9245, 3.4642, -2.8925], [-2.5676, 4.0192, -3.3575], [-2.2205, 2.5628, -3.0451], [-3.7431, -0.4451, 0.5108], [-2.7887, -0.3183, 0.5458], [-3.8741, -1.2673, 1.0019], [-6.5853, -0.8908, 1.5726], [-6.4766, -0.6140, 2.4964], [-5.7245, -0.7364, 1.1763], [0.5035, 1.0030, 7.8279], [0.0011, 0.4208, 7.2495], [-0.0302, 1.0640, 8.6274], [-9.4963, 0.4592, 1.3389], [-8.7333, -0.1135, 1.1852], [-9.4535, 0.6712, 2.2754], [-6.4622, -3.6368, -0.3192], [-7.3933, -3.7291, -0.0920], [-6.3327, -2.6847, -0.3673], [6.0491, 3.0919, -0.8697], [5.8913, 3.2286, 0.0748], [6.7121, 3.7512, -1.0978], [4.3387, -3.6111, -0.7620], [4.5931, -4.2117, -0.0533], [3.4925, -3.2486, -0.4818], [-3.1075, 6.0949, -3.9891], [-3.1687, 6.3782, -3.0702], [-2.3825, 6.6147, -4.3514], [-11.5337, -0.5544, -0.4919], [-10.8028, -0.1374, -0.0109], [-11.1201, -1.0630, -1.1942], [-5.5771, -6.6920, -1.1291], [-6.5065, -6.8103, -0.9083], [-5.4690, -5.7328, -1.1696], [2.5351, -1.6436, 5.8762], [1.5894, -1.6579, 6.0550], [2.8067, -0.7251, 6.0235], [5.6885, 2.6934, 7.4330], [5.1843, 2.1048, 6.8607], [5.1559, 2.7534, 8.2309], [-5.4996, -0.5774, 4.2239], [-4.5584, -0.3763, 4.2413], [-5.5976, -1.3716, 4.7599], [3.1208, 5.5315, -4.1708], [3.8888, 5.8530, -3.6912], [3.4761, 5.1464, -4.9837], [1.9399, -1.3811, 3.1692], [2.0384, -2.0512, 2.4865], [2.3204, -1.7704, 3.9796], [-3.6238, -7.4351, 1.1516], [-4.3259, -7.0515, 0.6095], [-3.7611, -8.3837, 1.0779], [5.0527, 4.6674, -6.3211], [5.8592, 4.9823, -5.9005], [5.3485, 4.2702, -7.1460]]}

=====

{"formula": "C13H39BF3O8S", "method": "ωB97M-V with the def2-TZVPD basis set", "total_charge": -1, "gap_ha": 0.3124, "total_energy_ev": -50154.8269, "fmax_ev_per_a": 6.8, "multiplicity": 1, "symbols": ["O", "H", "H", "H", "B", "H", "H", "H", "H", "C", "F", "F", "F", "S", "O", "O", "O", "C", "C", "C", "O", "H", "H", "H", "H", "H", "H", "H", "H", "C", "C", "C", "O", "H", "H", "H", "H", "H", "H", "H", "H", "C", "C", "C", "O", "H", "H", "H", "H", "H", "H", "H", "H", "C", "C", "C", "O", "H", "H", "H", "H", "H", "H", "H", "H"], "positions_angstrom": [[-6.4711, 7.2847, -28.6834], [-6.6019, 6.9587, -29.5769], [-6.3590, 8.2325, -28.7873], [-5.5992, 6.9841, -28.4168], [-6.5360, 6.6199, -31.2837], [-7.0658, 5.9878, -30.5881], [-5.5178, 6.6522, -30.9281], [-6.4874, 6.1138, -32.2354], [-6.9003, 7.6293, -31.3959], [-1.1973, 6.5112, -28.7441], [-0.7171, 7.5304, -28.1017], [-0.4497, 6.2680, -29.8461], [-1.2358, 5.3359, -28.0965], [-2.9374, 6.9262, -29.3860], [-2.8568, 8.1690, -30.1768], [-3.4736, 5.7127, -30.1719], [-3.9199, 7.1845, -28.2638], [-8.7546, 10.1453, -28.6985], [-7.2985, 10.6234, -29.2208], [-6.9153, 12.0519, -28.7966], [-6.3872, 9.7333, -28.6180], [-8.8919, 10.4132, -27.6509], [-8.8487, 9.0649, -28.8077], [-9.5352, 10.5777, -29.3245], [-7.3601, 10.4722, -30.2986], [-7.7398, 12.6869, -29.1207], [-5.9188, 12.2819, -29.1737], [-6.9717, 12.0966, -27.7090], [-5.5534, 10.2004, -28.5269], [-2.7299, 6.8517, -24.1169], [-3.7322, 8.0496, -24.2733], [-3.0349, 9.2544, -24.8143], [-4.5378, 7.7091, -25.4137], [-3.1761, 5.9573, -23.6821], [-1.8348, 7.1319, -23.5614], [-2.3473, 6.4989, -25.0746], [-4.2973, 8.2258, -23.3580], [-3.7397, 10.0590, -25.0243], [-2.3815, 8.9645, -25.6372], [-2.3626, 9.7623, -24.1229], [-4.1184, 7.7775, -26.2745], [-8.9784, 7.9457, -33.8742], [-9.0585, 8.9406, -32.6998], [-10.2155, 9.9208, -32.7713], [-9.2656, 8.1025, -31.5962], [-7.9498, 7.6130, -34.0133], [-9.0836, 8.5068, -34.8028], [-9.6441, 7.0955, -34.0230], [-8.1652, 9.5651, -32.6874], [-11.1157, 9.5457, -32.2846], [-10.5082, 9.9794, -33.8196], [-9.9906, 10.7977, -32.1642], [-8.5852, 7.4306, -31.6816], [-8.6871, 7.6424, -25.7121], [-7.9187, 8.0359, -24.4514], [-7.3333, 6.9137, -23.6691], [-6.9385, 8.9371, -24.8114], [-9.6267, 7.1140, -25.5509], [-8.0433, 7.0598, -26.3711], [-8.9855, 8.5168, -26.2905], [-8.5654, 8.6078, -23.7860], [-6.7471, 6.2410, -24.2952], [-8.0611, 6.2029, -23.2777], [-6.7115, 7.2314, -22.8321], [-6.1009, 8.4877, -24.9455]]}

=====

{"formula": "C9H20NO4P", "method": "ωB97M-V with the def2-TZVPD basis set", "total_charge": 0, "gap_ha": 0.2950, "total_energy_ev": -28619.2513, "fmax_ev_per_a": 3.7, "multiplicity": 1, "symbols": ["C", "C", "C", "C", "C", "C", "C", "C", "C", "N", "O", "O", "O", "O", "P", "H", "H", "H", "H", "H", "H", "H", "H", "H", "H", "H", "H", "H", "H", "H", "H", "H", "H", "H", "H"], "positions_angstrom": [[1.2451, 2.7509, -1.4453], [-1.8281, 2.0916, 1.9436], [-1.5178, -1.8154, 1.0465], [-0.7921, -2.2250, -1.3179], [0.6254, -2.9554, 0.5704], [0.1788, 1.6555, -1.6428], [-0.5329, 1.9706, 1.1236], [0.2461, -0.6282, 0.3298], [-0.3696, -1.9208, 0.1133], [2.8564, -0.2616, -0.4720], [2.7340, -0.3968, 0.7311], [3.9223, 0.0468, -0.9606], [-2.0810, 0.4525, -0.6526], [1.8746, -0.3743, -1.2570], [-0.7068, 0.8468, -0.2721], [1.8206, 3.0488, -2.3219], [0.7601, 3.8040, -1.0801], [1.8956, 2.4674, -0.6008], [-1.5906, 2.5871, 2.8302], [-2.5741, 2.5900, 1.4372], [-2.1619, 1.1807, 2.2348], [-1.8174, -2.8029, 1.4273], [-1.2235, -1.1262, 1.8842], [-2.2944, -1.2905, 0.4312], [-0.0040, -2.1685, -2.0195], [-1.5386, -1.4832, -1.5437], [-1.3362, -3.1997, -1.6342], [0.9043, -3.0657, 1.6448], [0.3686, -3.9362, 0.3411], [1.5103, -2.8306, 0.0669], [0.7485, 0.8611, -2.3073], [-0.5817, 2.1078, -2.2360], [0.4793, 1.6896, 1.7196], [-0.0248, 2.8121, 0.6429], [0.8056, -0.4822, 1.2452]]}